{
  "formula": "C4H5NO",
  "method": "ωB97M-V with the def2-TZVPD basis set",
  "e_tot_ev": -7763.6423,
  "de_lowest_ev": 2.884,
  "e_homo_ev": -8.62,
  "species": ["C", "C", "C", "C", "H", "H", "H", "H", "H", "N", "O"],
  "xyz": [[-2.168, -0.069, -0.110], [-0.659, -0.069, -0.128], [0.409, -1.077, -0.097], [1.319, 0.734, 0.210], [-2.249, -1.107, -0.861], [-2.666, -0.233, 0.902], [-2.761, 0.838, -0.549], [0.307, -2.171, 0.269], [2.340, 1.191, 0.184], [1.602, -0.571, 0.250], [0.052, 1.045, -0.119]],
  "atomic_forces_ev_per_a": [[-0.81, -2.14, -2.12], [2.53, -2.93, -0.16], [-4.31, -2.77, 2.65], [3.77, -1.92, -0.40], [-0.85, 2.99, 2.29], [1.06, -0.17, -1.24], [1.66, -1.68, 0.33], [-0.47, 1.69, -1.54], [-2.00, 1.76, -0.09], [-1.75, 2.64, -0.75], [1.18, 2.53, 1.05]],
  "lowdin_charge": [-0.05, -0.33, -0.14, -0.20, 0.16, 0.08, 0.10, 0.13, 0.14, 0.05, 0.05]
}



{
  "formula": "C32H37IrN5O4Se",
  "method": "ωB97M-V with the def2-TZVPD basis set",
  "charge": 3,
  "e_tot_ev": -117587.2127,
  "de_lowest_ev": 0.078,
  "e_homo_ev": [-16.29, -16.29],
  "species": ["Ir", "O", "C", "O", "C", "C", "C", "C", "C", "N", "C", "O", "O", "H", "H", "H", "H", "H", "C", "C", "C", "C", "C", "C", "C", "C", "N", "C", "C", "C", "C", "N", "C", "C", "C", "C", "C", "C", "C", "C", "H", "H", "H", "H", "H", "H", "H", "H", "H", "H", "H", "H", "H", "H", "H", "H", "H", "H", "H", "H", "H", "H", "H", "H", "C", "N", "C", "C", "N", "C", "C", "Se", "H", "H", "H", "H", "H", "H", "H", "H"],
  "xyz": [[-0.082, 0.279, 0.638], [1.362, 3.636, 3.177], [1.097, 2.464, 2.677], [0.419, 2.292, 1.666], [1.653, 1.308, 3.428], [2.548, 1.387, 4.483], [2.928, 0.195, 5.088], [2.360, -0.995, 4.646], [1.458, -0.948, 3.591], [1.143, 0.179, 2.970], [0.684, -2.095, 3.018], [0.608, -3.242, 3.648], [0.098, -1.934, 1.969], [0.955, 4.346, 2.649], [2.925, 2.342, 4.821], [3.637, 0.195, 5.904], [2.626, -1.928, 5.126], [1.035, -3.247, 4.517], [-2.877, 1.301, 1.850], [-2.539, 2.597, 1.163], [-3.020, 3.800, 1.662], [-2.731, 4.994, 1.014], [-1.960, 5.001, -0.137], [-1.458, 3.819, -0.678], [-0.648, 3.841, -1.943], [-1.774, 2.644, -0.003], [-1.306, 1.357, -0.482], [-1.901, 0.757, -1.462], [-3.007, 1.317, -2.281], [-1.531, -0.682, -1.599], [-2.090, -1.472, -2.728], [-0.790, -1.150, -0.636], [-0.804, -2.597, -0.493], [0.328, -3.358, -0.753], [1.615, -2.717, -1.165], [0.228, -4.737, -0.633], [-0.960, -5.332, -0.238], [-2.064, -4.547, 0.052], [-2.011, -3.162, -0.064], [-3.226, -2.357, 0.312], [-3.169, 1.473, 2.884], [-2.029, 0.587, 1.901], [-3.699, 0.776, 1.358], [-3.627, 3.802, 2.558], [-3.114, 5.925, 1.408], [-1.744, 5.937, -0.634], [-0.410, 4.865, -2.220], [-1.199, 3.406, -2.780], [0.289, 3.291, -1.830], [-3.213, 2.354, -2.042], [-3.912, 0.727, -2.109], [-2.769, 1.222, -3.342], [-1.848, -0.956, -3.662], [-3.180, -1.513, -2.677], [-1.701, -2.485, -2.753], [1.524, -2.231, -2.141], [2.407, -3.461, -1.238], [1.914, -1.963, -0.432], [1.094, -5.349, -0.851], [-1.023, -6.408, -0.149], [-2.984, -5.010, 0.383], [-3.815, -2.903, 1.046], [-3.886, -2.179, -0.542], [-2.973, -1.392, 0.756], [4.569, -0.720, -0.383], [3.842, -0.520, -1.637], [4.258, -1.004, -2.846], [3.358, -0.591, -3.775], [2.412, 0.147, -3.117], [1.302, 0.837, -3.769], [2.701, 0.174, -1.802], [1.842, 1.239, -0.490], [5.596, -0.977, -0.626], [4.114, -1.529, 0.182], [4.554, 0.200, 0.194], [5.159, -1.583, -2.953], [3.329, -0.745, -4.840], [1.432, 0.747, -4.843], [1.307, 1.886, -3.487], [0.360, 0.376, -3.476]],
  "atomic_forces_ev_per_a": [[-0.48, 0.65, 0.22], [-0.01, -0.03, -0.10], [0.11, 0.01, 0.04], [-0.09, -0.37, 0.01], [-0.08, 0.22, -0.11], [-0.05, 0.00, 0.03], [-0.06, -0.01, -0.05], [-0.05, 0.07, 0.04], [0.03, 0.04, 0.07], [0.31, -0.31, 0.09], [-0.09, -0.16, -0.10], [0.03, 0.00, -0.02], [0.02, 0.02, -0.04], [0.00, 0.03, 0.01], [0.01, 0.00, 0.00], [0.00, 0.00, 0.01], [0.02, 0.00, 0.00], [0.02, -0.02, 0.02], [0.00, -0.01, 0.00], [0.02, 0.12, 0.02], [0.05, 0.01, -0.03], [-0.01, -0.03, 0.02], [0.02, -0.01, 0.00], [-0.06, 0.04, 0.08], [0.08, -0.04, -0.02], [0.02, -0.16, 0.03], [-0.31, -0.24, -0.45], [0.39, -0.08, 0.31], [0.07, 0.01, 0.00], [0.24, 0.13, 0.28], [0.03, 0.03, 0.00], [-0.21, 0.18, -0.56], [-0.13, 0.06, 0.31], [0.03, -0.07, -0.04], [0.04, 0.05, -0.02], [0.00, -0.01, 0.01], [-0.01, 0.04, -0.02], [0.07, 0.03, -0.02], [0.03, -0.14, 0.07], [0.00, 0.06, 0.00], [-0.01, 0.00, 0.00], [0.04, -0.01, 0.01], [0.02, -0.01, -0.03], [-0.01, 0.00, 0.01], [-0.01, 0.01, 0.01], [0.00, 0.01, -0.01], [0.01, 0.01, 0.00], [0.00, -0.01, -0.02], [-0.07, 0.04, 0.00], [0.00, 0.03, 0.02], [0.00, 0.00, 0.00], [-0.02, 0.03, -0.01], [-0.03, -0.02, -0.02], [0.00, -0.02, 0.02], [0.01, 0.01, -0.01], [0.01, 0.01, 0.02], [0.00, 0.00, 0.00], [-0.02, -0.01, 0.00], [0.01, -0.01, 0.00], [0.00, 0.00, 0.00], [0.00, -0.01, 0.01], [-0.01, -0.01, 0.00], [0.02, 0.01, 0.00], [0.01, -0.02, -0.02], [-0.01, 0.02, 0.00], [-0.02, 0.11, 0.01], [-0.02, -0.02, -0.04], [0.02, 0.00, 0.01], [0.04, -0.01, 0.09], [0.01, -0.03, 0.02], [-0.06, -0.05, -0.04], [0.13, -0.10, -0.13], [0.00, 0.00, 0.01], [-0.01, -0.02, 0.03], [0.01, -0.03, 0.00], [0.01, -0.01, -0.01], [0.01, 0.00, -0.01], [-0.02, 0.01, 0.00], [-0.01, 0.02, -0.01], [-0.02, 0.00, -0.01]],
  "lowdin_charge": [1.12, 0.23, -0.42, -0.10, -0.17, 0.07, 0.03, 0.06, -0.15, 0.12, -0.42, 0.22, 0.05, 0.17, 0.14, 0.14, 0.14, 0.14, -0.01, -0.21, -0.01, -0.02, -0.01, -0.21, -0.02, -0.22, -0.03, -0.21, 0.04, -0.24, 0.03, 0.01, -0.23, -0.22, -0.02, -0.01, -0.02, 0.00, -0.20, 0.00, 0.10, 0.04, 0.10, 0.13, 0.13, 0.13, 0.10, 0.09, 0.02, 0.10, 0.12, 0.11, 0.11, 0.11, 0.11, 0.08, 0.10, 0.05, 0.13, 0.13, 0.13, 0.10, 0.09, 0.05, 0.02, -0.11, 0.02, 0.02, -0.10, 0.03, -0.60, 0.94, 0.11, 0.10, 0.08, 0.15, 0.15, 0.12, 0.09, 0.08]
}



{
  "formula": "C5H10NO",
  "method": "ωB97M-V with the def2-TZVPD basis set",
  "charge": 1,
  "e_tot_ev": -8872.7663,
  "de_lowest_ev": 5.814,
  "e_homo_ev": -13.46,
  "species": ["O", "C", "C", "C", "C", "C", "N", "H", "H", "H", "H", "H", "H", "H", "H", "H", "H"],
  "xyz": [[-2.563, 1.252, 0.009], [-2.312, 0.031, 0.210], [-1.005, -0.460, 0.722], [-0.147, -0.887, -0.511], [0.843, 0.231, -0.843], [2.851, 0.593, 0.268], [1.589, 0.587, 0.366], [-3.056, -0.692, -0.135], [-1.132, -1.293, 1.432], [-0.561, 0.390, 1.234], [-0.768, -1.091, -1.413], [0.430, -1.779, -0.269], [0.323, 1.120, -1.190], [1.553, -0.067, -1.633], [3.433, 0.866, 1.157], [3.408, 0.315, -0.635], [-2.884, 0.884, 1.231]],
  "atomic_forces_ev_per_a": [[-1.30, 0.39, 3.59], [1.62, -3.13, -0.92], [-0.91, 0.39, 0.55], [0.13, 0.37, -0.89], [0.63, 0.03, 0.26], [-0.03, 0.02, 0.64], [0.20, 0.03, -0.45], [-0.24, -0.11, -0.08], [-0.16, 0.22, -0.41], [0.59, -0.12, 0.08], [0.34, -0.09, 0.58], [-0.36, -0.12, 0.13], [-0.14, 0.18, -0.05], [-0.47, -0.16, -0.02], [-0.13, -0.09, -0.34], [-0.16, 0.11, 0.01], [0.40, 2.10, -2.68]],
  "lowdin_charge": [0.19, -0.15, -0.12, -0.13, -0.24, -0.01, -0.04, 0.17, 0.15, 0.12, 0.13, 0.13, 0.12, 0.12, 0.09, 0.09, 0.39]
}



{
  "formula": "C13H23N3OS2",
  "method": "ωB97M-V with the def2-TZVPD basis set",
  "e_tot_ev": -42043.7303,
  "de_lowest_ev": 0.191,
  "e_homo_ev": -8.49,
  "species": ["C", "C", "C", "C", "C", "C", "H", "H", "S", "C", "N", "S", "C", "N", "N", "C", "O", "C", "H", "H", "C", "C", "H", "H", "H", "C", "H", "H", "H", "H", "H", "H", "H", "H", "H", "H", "H", "H", "H", "H", "H", "H"],
  "xyz": [[3.825, -0.271, 0.006], [3.623, -1.656, 0.608], [2.262, -2.268, 0.272], [1.094, -1.490, 0.876], [-0.236, -2.242, 0.802], [-0.703, -2.459, -0.628], [-0.049, -3.144, -1.164], [-0.783, -1.519, -1.171], [-2.345, -3.265, -0.685], [-3.354, -1.932, -0.235], [-4.616, -2.116, 0.044], [-5.319, -0.684, 0.409], [-3.785, 0.153, 0.162], [-2.850, -0.674, -0.180], [-3.677, 1.493, 0.329], [-2.592, 2.340, 0.096], [-2.729, 3.512, 0.338], [-1.365, 1.689, -0.467], [-1.074, 0.867, 0.189], [-1.645, 1.244, -1.425], [-0.204, 2.673, -0.649], [0.826, 2.096, -1.615], [0.386, 1.921, -2.594], [1.217, 1.152, -1.241], [1.659, 2.784, -1.734], [0.434, 2.993, 0.700], [-0.302, 3.428, 1.370], [1.247, 3.705, 0.576], [0.835, 2.090, 1.159], [-0.606, 3.600, -1.069], [-4.507, 1.971, 0.663], [-0.141, -3.210, 1.300], [-0.996, -1.665, 1.335], [0.987, -0.532, 0.366], [1.312, -1.287, 1.928], [2.237, -3.292, 0.653], [2.153, -2.314, -0.813], [4.403, -2.322, 0.232], [3.734, -1.599, 1.693], [4.841, 0.072, 0.185], [3.658, -0.294, -1.069], [3.145, 0.453, 0.448]],
  "atomic_forces_ev_per_a": [[0.05, -0.20, 0.17], [-0.10, -0.03, -0.25], [0.11, 0.23, 0.27], [-0.05, -0.34, -0.06], [0.14, 0.24, -0.04], [-0.48, -0.20, 0.22], [0.01, 0.01, -0.09], [0.12, -0.02, -0.07], [0.45, -0.35, -0.23], [-0.80, 0.10, 0.23], [0.06, -0.81, -0.08], [0.78, 0.54, -0.15], [-0.90, -0.77, 0.11], [0.32, 0.58, -0.02], [-0.45, 0.46, 0.23], [0.00, -0.23, -0.02], [0.06, 0.22, 0.01], [0.50, 0.56, -0.14], [0.00, -0.06, -0.10], [-0.01, -0.12, 0.06], [-0.05, -0.09, 0.06], [-0.23, 0.15, 0.10], [-0.01, -0.06, -0.13], [0.10, -0.15, 0.03], [0.13, 0.04, -0.03], [-0.18, 0.11, -0.20], [-0.02, 0.05, 0.14], [0.11, 0.07, 0.04], [0.08, -0.14, 0.06], [0.02, -0.05, 0.02], [0.24, 0.05, -0.06], [-0.04, -0.01, 0.05], [-0.01, -0.09, 0.01], [0.00, 0.15, 0.05], [0.03, 0.11, 0.03], [-0.05, -0.09, -0.05], [0.01, -0.09, -0.09], [0.05, -0.01, 0.09], [0.04, -0.07, 0.04], [0.07, 0.11, -0.02], [-0.03, 0.06, -0.14], [-0.08, 0.15, -0.01]],
  "lowdin_charge": [-0.11, -0.27, -0.23, -0.22, -0.27, -0.47, 0.07, 0.07, 0.97, -0.83, -0.33, 1.01, -0.58, 0.05, 0.11, -0.43, 0.10, -0.10, 0.11, 0.13, -0.42, -0.07, 0.08, 0.06, 0.08, -0.06, 0.08, 0.08, 0.07, 0.14, 0.15, 0.11, 0.10, 0.08, 0.12, 0.11, 0.11, 0.10, 0.11, 0.07, 0.07, 0.05]
}



{
  "formula": "C4H8NO2",
  "method": "ωB97M-V with the def2-TZVPD basis set",
  "smiles": "NC(=O)CCC[O-]",
  "charge": -1,
  "e_tot_ev": -9861.6832,
  "de_lowest_ev": 3.104,
  "e_homo_ev": -2.07,
  "species": ["C", "O", "C", "C", "C", "N", "O", "H", "H", "H", "H", "H", "H", "H", "H"],
  "xyz": [[-2.290, -0.257, -0.484], [-2.727, -0.878, -1.521], [-0.590, -0.209, -0.665], [-0.005, -0.085, 0.815], [1.455, 0.335, 0.743], [2.051, 1.214, -0.220], [2.212, -0.164, 1.524], [-2.671, 0.732, -0.304], [-2.309, -0.890, 0.407], [-0.233, -1.207, -1.065], [-0.436, 0.551, -1.450], [-0.567, 0.463, 1.532], [-0.027, -1.159, 1.183], [3.047, 1.098, -0.329], [1.537, 1.548, -0.908]],
  "atomic_forces_ev_per_a": [[3.72, -2.15, -0.98], [-1.99, -0.60, -2.00], [-1.65, -0.06, 1.67], [0.98, -1.13, -3.28], [0.39, 0.60, -0.70], [1.02, -2.56, 4.77], [1.71, -0.84, 1.46], [-0.10, 1.38, 0.53], [-0.50, 0.05, 1.34], [-0.78, 1.13, 0.32], [0.44, 0.09, 0.67], [-0.62, 0.97, 0.26], [0.40, 1.42, -0.19], [-0.30, 0.05, 0.10], [-2.71, 1.67, -3.97]],
  "lowdin_charge": [-0.56, -0.35, -0.17, -0.14, -0.52, 0.15, 0.01, 0.06, 0.05, 0.10, 0.07, 0.09, 0.13, 0.09, 0.00]
}